1.
Entry from OMol25: 29 unconnected molecules or ions with the total composition H58O29 (ωB97M-V/def2-TZVPD).

Output
Molecular weight in g mol⁻¹: 522.4
Gap between HOMO and LUMO in eV: 10.7163
Multiplicity: 1
Maximum force in eV/A: 2.13
HOMO level in eV: -10.67
Electronic energy in a.u.: -2216.91593

Atoms and positions in Å:
1 O -10.851 -0.090 8.388
2 H -10.141 0.192 7.847
3 H -10.948 0.602 9.047
4 O -15.419 4.760 10.242
5 H -15.233 4.446 9.357
6 H -15.911 5.584 10.064
7 O -13.533 -0.855 7.570
8 H -12.658 -0.470 7.743
9 H -14.084 -0.151 7.225
10 O -15.016 0.159 13.881
11 H -14.470 0.963 13.986
12 H -15.919 0.465 13.676
13 O -9.398 4.024 10.203
14 H -8.700 4.028 10.902
15 H -9.786 3.149 10.286
16 O -15.078 3.063 7.765
17 H -15.024 2.744 8.696
18 H -15.994 3.430 7.734
19 O -13.628 5.433 7.625
20 H -14.080 4.784 7.055
21 H -13.754 6.316 7.293
22 O -13.383 2.388 14.039
23 H -13.596 3.211 14.548
24 H -13.262 2.787 13.135
25 O -18.059 -0.270 12.975
26 H -18.503 -1.039 13.338
27 H -18.014 -0.514 12.000
28 O -11.044 -0.889 12.372
29 H -10.304 -1.502 12.502
30 H -11.256 -0.697 13.300
31 O -14.619 -2.487 12.225
32 H -13.867 -2.925 12.629
33 H -14.467 -1.589 12.609
34 O -17.617 4.956 12.002
35 H -17.338 4.679 12.886
36 H -16.979 4.562 11.395
37 O -18.046 2.450 6.979
38 H -18.853 2.289 6.461
39 H -17.633 1.566 7.035
40 O -13.511 6.275 12.074
41 H -14.207 6.057 11.449
42 H -12.686 6.106 11.601
43 O -15.629 1.570 10.124
44 H -15.459 0.614 10.170
45 H -16.481 1.660 10.521
46 O -18.389 2.223 9.818
47 H -19.194 2.566 10.276
48 H -18.419 2.512 8.882
49 O -20.140 3.472 12.043
50 H -20.150 2.650 12.584
51 H -19.240 3.903 12.145
52 O -18.073 -0.701 10.253
53 H -17.248 -1.193 10.039
54 H -18.219 0.176 9.831
55 O -10.975 1.673 10.769
56 H -10.777 1.096 11.522
57 H -11.787 2.160 11.013
58 O -13.293 3.073 11.418
59 H -14.148 2.592 11.301
60 H -13.403 3.877 10.951
61 O -16.615 7.461 11.316
62 H -17.354 7.950 10.898
63 H -17.072 6.658 11.575
64 O -15.149 -1.326 9.921
65 H -14.525 -1.200 9.222
66 H -14.771 -1.888 10.600
67 O -11.488 5.593 10.469
68 H -10.715 5.026 10.268
69 H -11.881 5.804 9.614
70 O -11.679 0.380 14.725
71 H -12.136 1.202 14.612
72 H -11.782 0.249 15.642
73 O -16.762 4.929 14.708
74 H -16.922 5.893 14.877
75 H -15.793 4.873 14.646
76 O -16.429 0.214 7.422
77 H -16.325 0.564 8.332
78 H -16.649 -0.703 7.537
79 O -13.844 5.277 14.530
80 H -13.832 5.490 13.567
81 H -14.072 6.175 14.873
82 O -17.565 2.369 13.800
83 H -17.567 2.535 14.733
84 H -17.835 1.440 13.674
85 O -15.449 7.815 14.254
86 H -15.021 7.937 13.369
87 H -15.893 8.614 14.483

---

2.
Entry from OMol25: H5ISi2 in the gas phase (ωB97M-V/def2-TZVPD).

Output
Molecular weight in g mol⁻¹: 188.1
Gap between HOMO and LUMO (spin up / spin down) in eV: 5.1627 / 5.9074
Multiplicity: 3
Maximum force in eV/A: 4.22
HOMO level (spin up / spin down) in eV: -4.53 / -10.22
Electronic energy in a.u.: -879.46269

Atoms and positions in Å:
1 Si 0.083 -0.615 -0.508
2 Si -0.274 1.635 -0.298
3 I -2.485 2.054 -1.113
4 H 0.213 -0.894 -1.981
5 H 0.996 -1.301 0.543
6 H -1.298 -0.919 -0.148
7 H 0.647 2.682 -0.940
8 H -0.538 1.901 1.306